1.
290
Properties=species:S:1:pos:R:3 method="wB97M-V/def2-TZVPD" orbital_gap_ha=0.281
O -0.171 0.962 -1.700
O -1.804 -1.414 2.400
O -6.373 8.083 0.380
O 2.721 0.017 -2.725
O 1.879 -1.854 3.249
O 0.773 3.286 3.695
O 5.769 0.458 -2.712
O -4.696 -1.882 6.434
O -7.277 -2.000 -4.290
O 1.859 5.933 1.876
O -1.631 -4.312 -3.735
O -0.575 -6.297 0.415
O -3.685 1.646 -6.216
O -5.126 -1.375 0.015
O -0.020 -2.569 7.455
N -3.266 2.942 -6.214
N 1.064 -2.310 8.333
N 0.114 -7.391 0.040
N 1.907 5.504 0.561
N 7.034 0.092 -2.268
N 2.907 -1.074 -3.522
N -6.709 6.758 0.220
C 0.273 0.072 8.863
C -4.005 5.326 -5.890
C -7.070 6.382 -1.174
C 0.601 5.258 -0.046
C 8.646 -0.121 -0.424
C -1.545 4.673 -5.833
C 1.012 -7.485 2.274
C -1.770 -2.214 4.593
C 2.537 -1.085 6.630
C -0.447 0.700 -0.539
C 0.864 -8.980 -1.690
C -0.528 -1.884 10.267
C -4.432 -0.694 6.467
C 2.967 -3.884 3.086
C 0.647 -1.348 9.384
C -5.263 -2.220 2.237
C -2.213 -3.524 -3.034
C 8.021 0.126 -3.368
C 3.155 -0.992 9.815
C -6.293 -1.327 -4.595
C 4.376 5.611 0.622
C -1.859 3.117 -5.768
C -1.880 0.282 -0.355
C 2.263 -9.049 -1.012
C -4.429 5.758 0.781
C 3.143 4.772 0.280
C -8.223 7.319 -1.665
C 3.226 4.559 -1.232
C -7.560 4.954 -1.314
C 2.323 -6.332 0.488
C -5.943 5.850 1.089
C -6.530 4.419 0.959
C 1.942 3.898 -1.700
C -0.754 -3.647 2.520
C -5.237 -2.378 0.730
C 3.519 -3.535 -3.650
C -1.655 2.650 -4.303
C 2.220 -1.055 -4.816
C -4.802 3.593 -4.223
C -1.458 -2.383 3.078
C -6.645 3.950 -0.543
C 7.317 0.527 -0.893
C -0.212 6.611 -0.042
C -5.979 -0.102 -3.690
C 2.421 0.266 -5.544
C 4.131 -2.238 -1.755
C 2.378 -2.273 7.657
C 3.021 -2.373 -2.761
C -5.344 -3.737 0.125
C -1.732 -3.259 -1.644
C 0.108 -7.702 -1.420
C -4.363 3.835 -5.691
C -0.176 4.179 0.812
C 2.106 -8.832 0.496
C 6.165 0.107 0.079
C -5.044 0.223 5.411
C 2.805 -3.601 6.972
C 7.500 2.063 -0.870
C 1.693 -2.778 -1.976
C 2.730 -3.598 -4.991
C 2.315 1.629 4.362
C 7.456 -0.684 -4.579
C 3.242 3.360 0.981
C -5.894 6.536 -2.195
C -3.657 -0.175 7.643
C 8.414 1.527 -3.953
C 0.550 0.341 0.562
C -5.650 3.715 -6.602
C -0.226 1.120 4.269
C 2.769 -2.216 -5.714
C 1.850 -1.262 10.413
C -2.678 5.663 -5.365
C -6.142 6.276 2.563
C 0.748 4.771 -1.538
C 3.474 -2.062 8.733
C 4.041 -1.735 2.245
C 9.304 -0.600 -2.750
C 2.882 -2.418 2.925
C -3.321 -2.650 -3.587
C -0.951 2.312 -6.685
C 0.676 -1.157 -4.612
C 0.912 2.118 4.057
C -5.612 -1.559 -5.871
C 9.832 -0.030 -1.457
C 1.384 -7.545 0.787
C 0.551 -6.528 -2.373
C -1.393 -8.044 -1.717
H 1.289 -1.917 -1.445
H -0.551 6.875 0.959
H 0.379 -0.717 0.762
H 3.905 -3.002 9.079
H 3.820 -1.571 -0.950
H -1.185 -2.320 -1.570
H 1.955 -4.285 3.032
H -1.136 6.536 -0.617
H 1.816 -7.592 3.003
H -0.825 -2.216 5.135
H 3.197 -4.420 -5.535
H 1.628 -6.358 -2.357
H -8.639 7.105 -2.649
H -1.753 3.400 -3.518
H -4.620 1.225 5.469
H -1.227 4.117 0.532
H 3.943 -0.982 10.568
H 0.166 -0.826 -5.517
H 10.233 0.982 -1.524
H 6.671 -0.157 -5.123
H -7.730 4.551 -2.313
H -5.550 -3.659 -0.942
H -7.505 4.341 1.440
H -5.501 4.054 -7.627
H -8.518 4.859 -0.803
H 3.420 -4.136 2.127
H 0.096 2.579 -6.540
H 1.593 0.508 0.296
H 5.272 -0.360 -2.790
H 10.011 -0.491 -3.573
H -0.364 -0.022 7.984
H -0.697 2.130 -4.312
H -6.003 -0.413 -2.645
H -1.845 -8.712 -0.984
H 2.341 2.785 0.768
H -1.192 1.340 3.815
H 3.555 -0.797 6.369
H 0.046 -5.586 -2.160
H -1.952 -7.120 -1.568
H 6.324 0.155 1.156
H 3.103 -6.173 1.234
H -0.135 -3.515 7.577
H -2.366 0.568 -1.288
H 6.730 2.584 -1.439
H -0.245 0.747 9.544
H -0.047 0.126 3.858
H 1.765 -3.660 -1.339
H 2.759 -6.427 -0.506
H 1.172 0.623 8.588
H 0.249 -2.128 -4.365
H -5.746 3.677 -1.096
H 3.690 -3.388 6.372
H 0.872 -3.033 -2.647
H 5.056 -1.915 -2.233
H 1.626 2.935 -1.299
H 0.212 -9.824 -1.466
H -5.041 5.858 -2.147
H 8.469 2.347 -1.282
H 2.836 -9.971 -1.118
H 1.496 -9.673 0.826
H 0.195 -6.701 -3.388
H -0.862 -1.041 10.872
H -3.007 0.611 7.259
H -4.193 5.567 -0.266
H -5.624 7.219 2.738
H -3.876 4.973 1.296
H -3.806 -3.241 -4.365
H 0.391 -0.514 -3.779
H -4.960 0.269 -3.808
H -4.000 -2.306 -2.807
H 2.063 0.197 -6.571
H -7.928 8.364 -1.766
H 1.082 -9.067 -2.754
H -4.339 -2.635 2.640
H -2.309 -1.296 4.828
H -0.430 1.096 5.340
H -4.807 5.957 -5.506
H 5.295 5.130 0.288
H 1.726 -5.421 0.454
H -5.081 -2.503 -5.753
H -6.398 -1.695 -6.614
H -2.930 -1.741 -4.044
H -3.963 5.478 -6.968
H -4.389 -4.256 0.211
H 4.410 -1.763 8.262
H -4.875 -0.093 4.382
H 2.313 -2.298 -6.701
H -6.394 4.307 -6.069
H 5.872 -0.893 -0.240
H 4.054 2.767 0.561
H 0.407 7.441 -0.384
H 7.097 -1.626 -4.166
H -7.190 6.513 2.741
H -2.369 0.837 0.446
H 1.841 -1.119 5.791
H -0.334 -2.727 10.930
H -6.108 2.726 -6.590
H 1.917 3.768 -2.782
H -1.067 -4.080 -1.374
H 1.861 -2.175 11.008
H -5.937 3.675 1.491
H 0.492 -6.577 2.580
H 4.461 5.652 1.708
H 1.697 -3.867 -4.772
H 2.915 -8.338 -1.520
H 3.141 0.009 9.385
H -2.996 -0.907 8.106
H 0.076 -3.285 1.915
H 9.079 2.073 -3.284
H -1.304 4.931 -6.864
H 1.969 1.008 -4.886
H -2.129 -0.777 -0.288
H 3.385 5.466 -1.816
H 4.883 -1.677 2.934
H -6.133 -4.354 0.557
H 0.320 -8.315 2.411
H 3.060 -8.899 1.018
H 4.106 3.942 -1.413
H -3.267 1.410 -7.048
H 0.338 0.873 1.490
H -5.649 8.187 -0.242
H -5.826 5.598 3.357
H 2.977 -4.450 7.633
H 0.195 3.156 0.740
H -6.116 0.209 5.610
H -7.088 2.961 -0.662
H -6.149 -2.682 2.671
H -5.482 2.744 -4.154
H -4.002 6.732 1.021
H -1.340 -2.143 9.588
H -0.120 4.205 -1.876
H -2.409 6.667 -5.693
H -3.990 3.342 -3.542
H -6.165 6.562 -3.250
H 3.283 -4.494 -3.188
H -0.373 4.488 1.839
H -4.326 0.336 8.335
H 2.999 2.477 4.338
H -6.671 0.722 -3.859
H 1.803 -0.084 -2.462
H 7.498 2.519 0.120
H -2.621 -3.295 -1.014
H -1.436 -4.270 1.941
H 8.199 -0.966 -5.325
H 8.956 1.506 -4.899
H 4.354 -2.333 1.389
H -5.288 -1.158 2.483
H 4.382 6.663 0.336
H -5.353 4.410 -3.757
H -2.295 1.790 -4.104
H 1.383 5.188 2.249
H 4.286 -3.199 -1.264
H 3.454 0.616 -5.553
H 2.256 1.185 5.355
H 0.870 5.664 -2.151
H -4.994 -0.719 -6.190
H 8.889 0.318 0.543
H 5.332 0.792 -0.085
H -0.325 -4.108 3.410
H 4.582 -3.604 -3.881
H -5.419 7.514 -2.113
H 9.156 -1.665 -2.575
H 8.480 -1.197 -0.369
H -2.371 -3.035 4.986
H -1.527 -8.314 -2.764
H -0.709 5.016 -5.223
H 3.696 -0.771 1.870
H 1.801 -0.414 11.096
H 3.334 3.534 2.053
H 3.454 -4.180 4.015
H 7.446 2.011 -4.082
H -9.194 7.197 -1.183
H 2.360 -0.155 7.171
H 2.076 -3.976 6.253
H -1.037 1.292 -6.309
H 2.603 0.867 3.638
H -1.231 -6.726 0.968
H -1.380 2.362 -7.686
H 3.824 -2.091 -5.958
H 10.633 -0.662 -1.073
H -2.726 5.793 -4.284


2.
17
Properties=species:S:1:pos:R:3 method="wB97M-V/def2-TZVPD" orbital_gap_ha=0.305 total_charge=+2
S 0.598 -1.832 2.551
N -0.800 0.491 -1.683
N 1.000 0.217 -0.312
N -1.663 0.275 -2.745
N 0.811 -0.211 2.012
C 0.434 0.208 -1.536
C 0.089 0.390 0.919
H 1.989 0.668 -0.362
H -1.266 0.910 -0.898
H 1.809 -1.735 3.147
H 1.782 0.340 2.339
H -0.231 1.394 1.143
H -2.521 0.684 -2.885
H 1.008 -0.191 -2.315
H -1.228 -0.225 -3.415
H -0.808 -0.144 0.796
H -0.280 -1.711 3.693


3.
51
Properties=species:S:1:pos:R:3 method="wB97M-V/def2-TZVPD" s_squared=3.843 orbital_gap_ha="0.217 / 0.248" spin_multiplicity=4 total_charge=+1
Tc -0.414 -0.054 0.142
O -0.230 -0.175 -3.360
C 0.094 -0.213 -5.873
C -0.140 1.814 -7.204
C 1.299 -1.254 0.779
C -0.884 -1.601 1.511
C -1.187 0.505 6.183
C 0.354 1.149 -8.337
C -0.087 -0.118 5.488
C -0.937 2.133 0.643
C 0.709 -0.207 -8.243
C 1.097 -0.558 7.563
C 0.623 1.192 2.200
C 1.023 -0.678 6.194
C 0.052 0.111 8.227
C -0.744 -2.201 0.214
C 0.602 -1.942 -0.258
C -0.107 -0.946 -4.614
C 0.512 -1.351 2.058
C 0.592 -0.871 -7.025
C -1.076 0.648 7.549
C 1.173 1.172 0.784
C 0.566 -0.137 2.962
C -0.778 1.678 1.954
C -1.413 -0.856 -3.866
C -0.292 1.138 -5.990
C 0.315 1.916 -0.076
C 0.082 -0.177 4.151
H -1.708 -1.725 -3.277
H -0.413 2.873 -7.268
H 2.202 0.976 0.553
H 0.773 -2.236 2.688
H -1.544 -2.626 -0.383
H -1.466 1.834 2.780
H -0.684 1.665 -5.118
H -1.758 -1.630 2.164
H 1.075 -0.738 -9.126
H 1.968 -0.966 8.088
H 0.119 0.239 9.306
H -2.049 0.855 5.606
H 2.354 -0.989 0.736
H 1.012 -2.190 -1.234
H 0.483 2.263 -1.082
H -1.857 1.171 8.111
H -2.185 -0.219 -4.308
H 1.108 1.929 2.876
H 1.804 -1.159 5.601
H 0.441 -1.885 -4.514
H -1.805 2.680 0.270
H 0.457 1.682 -9.288
H 0.870 -1.921 -6.936


4.
56
Properties=species:S:1:pos:R:3 method="wB97M-V/def2-TZVPD" orbital_gap_ha=0.292
Cu -1.023 -0.989 2.745
P -0.434 -1.824 -0.332
P -0.856 0.623 1.244
N -1.105 -0.176 -0.295
C -2.587 -0.376 -0.442
C 2.235 2.702 2.748
C -2.430 4.082 -0.273
C 0.795 1.408 1.297
C -1.862 2.136 1.027
C -0.972 -2.688 3.700
C 1.045 2.030 2.526
C -3.389 4.436 0.674
C 2.958 2.137 0.530
C -3.580 3.646 1.795
C 3.506 -1.027 -1.318
C 1.757 1.474 0.302
C 1.384 -1.582 -0.306
C -0.633 -2.214 -2.118
C 2.123 -1.069 -1.376
C -1.664 2.940 -0.096
C -0.384 -3.537 -2.480
C -0.476 -3.940 -3.805
C 3.450 -2.016 0.878
C -2.817 2.493 1.969
C 2.059 -2.060 0.815
C 3.201 2.750 1.748
C -1.095 -1.706 -4.434
C 4.172 -1.504 -0.189
C -0.986 -1.300 -3.107
C -0.840 -3.024 -4.785
H 5.255 -1.489 -0.154
H -3.984 5.332 0.535
H -1.397 -2.643 4.707
H -0.930 -3.339 -5.818
H 1.580 1.019 -0.658
H -4.323 3.918 2.535
H -2.276 4.702 -1.148
H 0.301 1.981 3.315
H -0.268 -4.969 -4.071
H 1.486 -2.461 1.646
H -3.039 -0.810 0.459
H -2.782 -1.053 -1.270
H -2.972 1.866 2.840
H -3.073 0.571 -0.658
H 0.057 -3.049 3.810
H 4.072 -0.628 -2.153
H -0.914 2.665 -0.829
H -1.521 -3.460 3.153
H 1.610 -0.706 -2.260
H -0.113 -4.259 -1.714
H 3.705 2.173 -0.255
H -1.376 -0.985 -5.193
H 3.965 -2.387 1.756
H 4.139 3.265 1.922
H 2.412 3.185 3.701
H -1.167 -0.263 -2.841